Below is a cluster of 7 separate species, C25H71B4FN6O13S in total at a distorted geometry, with properties calculated with ωB97M-V with the def2-TZVPD basis set.

Last column: Löwdin charge in e.
CARTESIAN COORDINATES (ANGSTROEM)
C -2.312247 1.510672 2.306263  -0.0293
O -3.563518 2.207806 2.191014  0.0615
B -4.000589 2.637709 0.991282  -0.4763
O -3.223650 2.528641 -0.153736  0.1362
B -5.543923 3.373467 1.038930  -0.3121
O -5.787508 4.617494 1.623650  0.2588
B -6.718924 4.585389 2.638167  -0.2595
O -7.864903 3.802771 2.423598  0.2637
B -7.646137 2.707659 1.649164  -0.5641
S -8.514233 1.096690 2.140208  0.7159
O -9.786569 1.291988 2.744728  -0.2450
O -7.502502 0.300645 2.757521  -0.2402
F -8.792081 0.433635 0.732741  -0.1562
O -6.726044 2.688122 0.651001  0.2739
H -2.168789 0.821683 1.471768  0.0843
H -2.348672 0.945949 3.236623  0.0663
H -1.501581 2.240504 2.344097  0.0948
H -3.538719 1.901877 -0.811447  0.1027
H -6.540236 5.110074 3.682998  0.1253
C -2.362855 -2.054844 -1.427026  -0.1028
O -1.747162 -1.407595 -0.331196  -0.1942
C -0.880913 -2.215351 0.443884  -0.2045
C 0.548716 -2.339821 -0.098512  -0.4278
C 0.679249 -3.278987 -1.291385  -0.0619
N 1.139390 -1.045041 -0.439425  0.0585
H -2.595384 -3.098357 -1.190879  0.0909
H -1.739831 -2.027915 -2.324060  0.0762
H -3.294610 -1.528764 -1.634525  0.0841
H -0.825674 -1.723817 1.419045  0.0981
H -1.329915 -3.206718 0.596469  0.1207
H 1.142691 -2.757744 0.722182  0.1303
H 0.303544 -2.821331 -2.207488  0.0677
H 1.723910 -3.522881 -1.474862  0.0468
H 0.131110 -4.208986 -1.121830  0.0807
H 1.173804 -0.448485 0.380833  0.0653
H 0.526490 -0.564140 -1.091273  0.0674
C -5.206342 4.652659 -2.210149  -0.0858
O -4.818520 3.533638 -2.982521  -0.1841
C -4.068822 3.820683 -4.150560  -0.1969
C -2.552988 3.868805 -3.910756  -0.4202
C -2.061526 5.132080 -3.215233  -0.0594
N -2.103664 2.691457 -3.164386  0.0584
H -5.523266 5.483214 -2.848949  0.0959
H -4.415134 4.990388 -1.535607  0.0848
H -6.062323 4.333613 -1.614655  0.0868
H -4.270236 2.994986 -4.837671  0.1217
H -4.434360 4.742642 -4.620780  0.1203
H -2.081850 3.829904 -4.898623  0.1359
H -2.301597 5.120754 -2.150885  0.0694
H -0.977610 5.202704 -3.304430  0.0687
H -2.500166 6.028205 -3.658198  0.0811
H -2.334645 1.858230 -3.697299  0.0796
H -2.664730 2.636001 -2.320345  0.0321
C 6.785964 -4.258402 -4.761594  -0.1066
O 5.540830 -4.708090 -5.255651  -0.1866
C 4.874923 -5.666573 -4.456012  -0.2078
C 4.038044 -5.076675 -3.314734  -0.4269
C 4.865270 -4.584799 -2.132011  -0.0733
N 3.154922 -3.995983 -3.755129  0.0492
H 7.325564 -5.065489 -4.254804  0.0901
H 6.678479 -3.420045 -4.068794  0.0733
H 7.373414 -3.926736 -5.616862  0.0873
H 4.203105 -6.195203 -5.136859  0.1216
H 5.596001 -6.397742 -4.066069  0.1193
H 3.398268 -5.891555 -2.957783  0.1369
H 5.354050 -3.636255 -2.357675  0.0589
H 4.221275 -4.417747 -1.268997  0.0679
H 5.632341 -5.309562 -1.853173  0.0867
H 2.514005 -4.343265 -4.461758  0.0777
H 3.717700 -3.298310 -4.233897  0.0757
C 1.459740 5.127954 1.835896  -0.1111
O 0.546413 5.025498 0.763951  -0.1881
C 1.125392 4.883459 -0.521360  -0.1994
C 1.508924 3.447663 -0.898617  -0.4256
C 2.772688 2.939199 -0.216495  -0.0610
N 0.437337 2.484586 -0.657725  0.0645
H 2.357603 5.681428 1.540127  0.0894
H 1.763539 4.149565 2.216971  0.0741
H 0.960665 5.671653 2.637595  0.0858
H 0.361129 5.229877 -1.220026  0.1041
H 1.993164 5.551197 -0.615880  0.1194
H 1.694583 3.459119 -1.978670  0.1373
H 2.594452 2.681445 0.828317  0.0689
H 3.121259 2.036150 -0.713428  0.0566
H 3.578527 3.675465 -0.253307  0.0824
H -0.380604 2.717030 -1.214383  0.0424
H 0.141365 2.583457 0.309490  0.0611
C -0.857675 -3.518636 6.882726  -0.1071
O -0.598178 -3.289870 5.512309  -0.1868
C -1.631165 -3.667938 4.622705  -0.2063
C -2.727763 -2.614279 4.432323  -0.4263
C -3.702468 -2.510816 5.599451  -0.0631
N -2.185691 -1.283232 4.147977  0.0476
H -1.440918 -4.434136 7.027339  0.0900
H -1.391763 -2.686321 7.347675  0.0746
H 0.104594 -3.633132 7.380028  0.0872
H -1.138722 -3.828277 3.659639  0.1158
H -2.067591 -4.625698 4.936454  0.1202
H -3.298606 -2.924439 3.550248  0.1370
H -3.251467 -1.994050 6.447658  0.0655
H -4.580107 -1.940081 5.298395  0.0771
H -4.029556 -3.497305 5.932785  0.0795
H -1.629867 -1.318402 3.299420  0.0461
H -1.519723 -1.057660 4.883268  0.0819
C 6.721208 0.793625 0.405855  -0.1085
O 5.321668 0.635730 0.307421  -0.1977
C 4.878524 -0.378508 -0.577912  -0.2017
C 4.844172 -1.788117 0.024502  -0.4347
C 6.217350 -2.435433 0.164989  -0.0728
N 4.159617 -1.834435 1.316332  0.0556
H 7.210361 0.608245 -0.556471  0.0893
H 7.161594 0.132289 1.156497  0.0740
H 6.911377 1.824678 0.703032  0.0859
H 3.856309 -0.103574 -0.848601  0.0981
H 5.481646 -0.362363 -1.496058  0.1209
H 4.257096 -2.397221 -0.671083  0.1037
H 6.770818 -2.013686 1.005051  0.0658
H 6.106624 -3.502968 0.352806  0.0709
H 6.814084 -2.303910 -0.739752  0.0753
H 3.199362 -1.525201 1.204445  0.0436
H 4.590575 -1.149155 1.930416  0.0707

Forces on the atoms, in the same order (eV/Å):
0.0 0.0 0.2
0.1 0.1 -0.2
0.0 0.1 -0.3
0.2 -0.3 0.2
-0.4 0.5 -0.6
0.4 -0.5 0.8
-0.2 0.3 -0.6
0.4 -0.5 0.7
-0.3 0.6 -0.7
-0.1 0.0 0.1
0.1 0.0 -0.1
-0.1 0.0 0.0
0.0 0.0 0.0
0.4 -0.7 0.7
0.0 0.1 0.0
0.0 0.1 -0.1
0.0 -0.1 -0.1
-0.2 0.1 0.0
-0.2 0.3 -0.1
0.0 0.0 0.0
0.0 0.0 0.0
0.0 0.0 0.1
0.0 0.1 -0.1
0.0 -0.1 0.1
0.0 -0.1 0.1
0.0 0.0 0.0
0.0 0.0 0.0
0.0 0.0 0.0
0.0 0.0 0.0
0.0 0.0 0.0
0.0 -0.1 0.0
0.0 0.0 0.0
0.0 0.0 0.0
0.0 0.0 0.0
0.0 0.1 0.0
0.1 0.1 0.0
-0.1 -0.1 0.0
0.0 0.0 0.0
0.1 0.0 0.0
-0.1 0.0 0.0
0.0 0.0 0.0
0.0 0.0 -0.1
0.0 0.0 0.0
0.0 0.0 0.0
0.0 0.0 0.0
0.0 0.0 0.0
0.0 0.0 0.0
0.0 0.0 0.0
0.0 0.0 0.0
0.0 0.0 0.0
0.0 0.0 0.0
0.1 0.0 0.0
0.2 0.2 0.0
0.0 0.0 0.0
0.0 0.0 0.0
0.0 0.0 0.0
0.0 0.1 0.1
0.0 -0.1 0.0
0.0 -0.1 -0.1
0.0 0.0 0.0
0.0 0.0 0.0
0.0 0.0 0.0
0.0 0.0 0.0
0.0 0.0 0.0
0.0 0.0 0.0
0.0 0.0 0.0
0.0 0.0 0.0
0.0 0.0 0.0
0.0 0.0 0.0
0.0 0.0 0.1
0.0 0.0 0.0
0.0 0.0 0.0
0.0 0.0 0.0
0.1 -0.1 0.1
0.1 0.0 -0.1
-0.2 0.0 0.1
0.0 0.0 0.0
0.0 0.0 0.0
0.0 0.0 0.0
0.0 0.0 0.0
0.0 0.0 0.0
0.0 0.0 0.0
0.0 0.0 0.0
0.0 0.0 0.0
0.0 0.0 0.0
0.0 -0.1 -0.1
0.0 0.0 0.0
0.0 0.0 0.0
0.0 0.0 0.0
0.0 0.0 -0.1
-0.1 0.1 0.0
0.0 0.0 0.0
0.1 -0.1 0.1
0.0 0.0 0.0
0.0 0.0 0.0
0.0 0.0 0.0
0.0 0.0 0.0
0.0 0.0 0.0
0.0 0.0 0.0
0.0 0.0 0.0
0.0 0.0 0.0
0.0 0.0 0.0
-0.1 0.0 0.0
0.0 0.0 0.0
-0.1 0.0 0.0
0.1 0.0 0.0
-0.2 0.0 -0.1
0.0 0.0 0.0
0.0 0.0 0.0
0.0 0.1 0.1
0.0 0.0 0.0
0.0 0.0 0.0
0.0 0.0 0.0
0.0 -0.1 0.0
0.0 0.0 0.0
0.0 0.2 0.0
0.0 0.0 0.0
0.0 0.0 0.0
0.0 0.0 0.0
0.0 0.0 -0.1
0.0 0.0 0.0

- Kohn-Sham gap: 9.148 eV
- Energy above the lowest of the compared OMol25 structures with the same formula, charge and spin: 0.0000 eV
- Lowest unoccupied orbital energy: 0.3 eV
- Multiplicity: 1
- SMILES: COB(O)B1OBOB(S(=O)(=O)F)O1.COC[C@@H](C)N.COC[C@@H](C)N.COC[C@@H](C)N.COC[C@@H](C)N.COC[C@@H](C)N.COC[C@@H](C)N